[1]
The following is a DFT calculation (wB97M-V/def2-TZVPD) of C6H8 in the gas phase at a distorted geometry.

## Properties
**Expectation value of S²**: 2.016
**Relative energy (zero: lowest compared OMol25 entry of this formula, charge and spin)**: 83.8 kcal/mol
**LUMO energy (alpha / beta)**: 0.0429 / -0.0628 Ha
**F_max**: 0.25953 Eh/bohr
**Highest occupied orbital energy (alpha / beta)**: -5.30 / -9.64 eV
**Charge**: 0
**Kohn-Sham gap (alpha / beta)**: 6.5 / 7.9 eV
**Calculated total energy**: -6343.3394 eV
**Spin multiplicity**: 3

Each line ends with the Mulliken spin population.
Cartesian coordinates (Å):
H 2.04745 0.62435 1.65237  0.053
H -2.75722 -1.22158 0.15973  0.012
C -1.96252 -1.85449 -0.30764  -0.010
H 0.06198 -1.51741 0.24859  0.015
H 1.65017 3.28196 0.07776  0.040
C -0.70569 -1.00026 -0.23382  0.182
C 1.46524 2.26433 0.29489  0.867
H 3.07537 0.90229 0.00260  0.080
H -1.90229 -2.78735 0.24215  0.000
C 0.93916 1.16085 -0.10053  0.787
C 2.20082 1.01144 0.66259  0.013
H -2.21421 -2.05048 -1.33248  0.012
C -0.58545 0.30481 -0.41043  -0.045
H -1.31281 0.88155 -0.95577  -0.005

***

[2]
The following is a DFT calculation (wB97M-V/def2-TZVPD) of 3 unconnected molecules or ions with the total composition C19H19BrN2O13 at a distorted geometry.

## Properties
**LUMO energy**: -0.0700 Ha
**F_max**: 0.16805 Eh/bohr
**Highest occupied orbital energy**: -9.96 eV
**Charge**: 0
**Kohn-Sham gap**: 8.1 eV
**Calculated total energy**: -119643.6811 eV
**SMILES**: CC(=O)N(C)[C@](Br)(CC(=O)O)OC(N)=O.O=C1C=C(O)C(=O)C=C1O.O=C1C=C(O)C(=O)C=C1O

Each line ends with the natural charge from an NBO analysis.
Cartesian coordinates (Å):
C 5.20706 4.28699 0.68435  -0.350
C -0.62845 2.21406 -0.47881  -0.761
H 1.26226 -1.23674 1.18365  0.513
H -6.23117 1.41698 -1.82445  0.399
H 6.03929 4.69530 0.12540  0.249
C 0.56013 -4.77671 -0.08191  -0.358
O -0.93093 0.49254 1.38043  -0.564
H 2.76513 4.44132 -1.26996  0.503
H -3.68934 -2.32210 -1.18913  0.268
O 3.71212 -6.08959 0.91427  -0.522
O 6.58845 3.92240 2.56895  -0.516
H -1.01769 3.02153 0.30921  0.266
C 0.69678 -3.38528 0.37617  0.469
O 2.11252 -1.66811 1.41872  -0.644
O -6.53960 -1.28455 0.68790  -0.748
C 2.97184 -3.86044 1.18940  -0.358
H -1.05855 0.13831 -2.83729  0.223
C 4.35024 3.24679 2.83345  0.303
O -3.48163 2.34302 -3.05122  -0.597
C 2.84926 3.63020 0.94893  0.484
H -0.37182 -5.05073 -0.55953  0.245
C 1.55204 -5.65243 0.09095  0.299
H 3.90995 -3.58264 1.65319  0.248
H -6.73419 -0.32461 0.91339  0.501
O 4.61731 2.79980 4.11446  -0.637
C 2.82559 -5.25760 0.75300  0.469
Br -4.03823 1.42017 0.14118  0.023
H 5.57227 2.97723 4.25886  0.505
H -1.04056 2.50441 -1.53563  0.246
C 1.98136 -2.98367 1.01351  0.298
O 3.72153 4.61318 -1.12761  -0.640
H 0.08007 -0.85464 -1.69004  0.226
H -6.05283 2.45671 -3.11973  0.406
C -4.05341 -1.46594 -0.44096  -0.555
O 1.73063 3.57265 0.44942  -0.552
O -0.20220 -2.56206 0.24521  -0.518
H 0.54969 2.33421 -0.51502  0.281
H 2.29557 2.73238 2.86701  0.255
N -5.79568 1.50671 -2.76874  -0.841
C -1.14469 0.75793 0.06829  0.717
H -3.72414 -1.69782 0.68143  0.277
H -1.44891 -1.73831 -2.36053  0.230
C -3.27416 -0.09011 -0.98722  0.464
C 3.12468 3.15495 2.31355  -0.360
C -1.04075 -0.68100 -2.00212  -0.436
C 3.98222 4.19188 0.16342  0.293
O -6.33743 -1.39530 -1.70322  -0.534
C 5.47766 3.83401 2.05773  0.469
C -4.28973 1.29613 -2.72803  0.890
O -3.63142 0.01834 -2.41585  -0.570
H 2.27938 -7.39397 -0.09909  0.505
N -1.80195 -0.33540 -0.74261  -0.589
C -5.68686 -1.36941 -0.53714  0.768
O 1.43135 -6.96096 -0.33960  -0.642